Entry 1:
Density functional theory data (wB97M-V/def2-TZVPD) for a structure of composition C18H29N8O2OsS2 at a distorted geometry.

Computed properties:
Expectation value of S²: 6.054
M, g mol⁻¹: 643.8
LUMO level (alpha / beta), eV: -8.020 / -11.379
Charge: +3
2S+1: 5
Kohn-Sham gap (alpha / beta), Ha: 0.313 / 0.208
Highest occupied orbital energy (alpha / beta), eV: -16.5 / -17.0

CARTESIAN COORDINATES (ANGSTROEM)
Os  -0.622  0.401  -0.247
N  -3.557  3.458  7.250
C  -2.830  3.015  6.239
C  -2.467  3.897  5.174
C  -1.693  3.432  4.145
C  -1.272  2.095  4.149
C  -1.613  1.207  5.180
C  -2.389  1.655  6.213
S  -0.167  1.569  2.855
O  0.822  0.705  3.402
O  0.241  2.750  2.136
N  -1.076  0.736  1.716
C  -1.442  -0.572  1.948
N  -1.826  -1.081  3.094
C  -2.180  -2.367  3.094
C  -2.183  -3.146  1.941
C  -1.751  -2.549  0.777
N  -1.373  -1.266  0.783
H  -3.865  4.424  7.297
H  -3.816  2.854  8.023
H  -2.796  4.929  5.194
H  -1.371  4.084  3.345
H  -1.246  0.192  5.156
H  -2.658  0.992  7.026
H  -2.474  -2.777  4.053
H  -2.502  -4.177  1.956
H  -1.690  -3.094  -0.155
N  -0.248  -0.597  -2.125
C  -0.400  0.177  -3.395
C  -1.868  0.358  -3.760
C  -2.698  1.078  -2.694
C  -2.132  2.451  -2.311
N  -1.476  2.411  -0.972
H  0.711  -0.946  -2.083
H  -0.831  -1.428  -2.212
H  0.105  -0.349  -4.206
H  0.102  1.133  -3.254
H  -2.320  -0.618  -3.962
H  -1.914  0.920  -4.693
H  -2.762  0.464  -1.781
H  -3.717  1.178  -3.065
H  -2.924  3.199  -2.305
H  -1.394  2.779  -3.042
H  -2.189  2.566  -0.261
H  -0.820  3.180  -0.870
S  1.781  1.083  -0.859
C  2.810  2.457  -0.486
N  3.577  2.882  -1.472
C  4.561  3.960  -1.303
C  5.032  3.979  0.142
C  3.825  4.051  1.062
N  2.876  2.985  0.713
H  3.521  2.412  -2.361
H  4.097  4.910  -1.575
H  5.392  3.783  -1.981
H  5.682  4.834  0.308
H  5.604  3.073  0.348
H  3.330  5.021  0.968
H  4.120  3.917  2.100
H  2.189  2.710  1.398

Forces on the atoms, in the same order (eV/Å):
Os 0.695 0.274 -0.900
N 0.068 0.012 -0.097
C -0.044 -0.023 0.059
C 0.038 0.139 -0.161
C -0.021 0.078 0.027
C -0.083 -0.010 -0.024
C 0.006 0.063 0.189
C 0.083 -0.220 0.004
S 0.246 0.068 -1.153
O -0.221 -0.121 0.308
O -0.203 -0.047 0.273
N 0.413 0.550 0.373
C -0.512 -1.219 0.647
N 0.163 0.361 0.048
C -0.011 -0.032 -0.119
C 0.016 0.077 0.043
C -0.018 -0.239 -0.149
N 0.238 1.018 0.314
H -0.011 -0.048 0.029
H -0.005 0.030 -0.009
H 0.004 -0.008 0.023
H -0.066 0.032 0.041
H -0.011 -0.022 0.031
H 0.003 0.022 0.012
H -0.029 -0.063 -0.047
H 0.043 -0.015 -0.012
H -0.016 0.041 -0.023
N -0.028 0.098 -0.050
C -0.191 0.184 -0.351
C 0.037 -0.089 0.301
C 0.211 0.112 -0.119
C -0.203 -0.085 -0.167
N 0.036 -0.503 0.159
H 0.033 0.023 -0.031
H -0.007 -0.047 0.065
H 0.067 -0.038 0.081
H 0.055 -0.045 0.021
H 0.019 0.016 -0.082
H 0.012 -0.020 -0.029
H -0.177 -0.024 -0.039
H -0.030 -0.013 0.086
H 0.059 0.047 0.074
H 0.044 0.016 0.052
H -0.008 0.096 0.027
H 0.135 -0.081 0.049
S -0.682 -0.339 -0.130
C -0.243 -0.244 0.207
N 0.113 0.081 0.021
C 0.121 0.195 0.111
C -0.106 -0.134 -0.060
C 0.163 0.225 -0.014
N 0.044 0.261 0.049
H -0.068 -0.097 0.022
H 0.014 -0.020 -0.024
H -0.058 -0.077 -0.049
H -0.012 0.011 0.019
H 0.026 0.022 0.032
H -0.018 -0.035 0.037
H -0.062 -0.050 0.004
H -0.064 -0.141 0.000


Entry 2:
Density functional theory data (wB97M-V/def2-TZVPD) for a structure of composition C32H37N5O4RuSi at a distorted geometry.

Computed properties:
Expectation value of S²: 8.788
M, g mol⁻¹: 684.8
LUMO level (alpha / beta), eV: -2.776 / -5.940
Charge: +1
2S+1: 6
Kohn-Sham gap (alpha / beta), Ha: 0.248 / 0.167
Highest occupied orbital energy (alpha / beta), eV: -9.5 / -10.5

CARTESIAN COORDINATES (ANGSTROEM)
Ru  0.261  -0.145  0.410
C  -3.717  1.270  1.082
C  -2.378  0.626  1.204
N  -1.342  1.021  0.427
N  -1.440  1.904  -0.525
C  -0.402  1.918  -1.352
O  0.560  1.069  -1.208
C  -0.370  2.913  -2.413
C  -1.499  3.693  -2.671
C  -1.463  4.644  -3.670
C  -0.302  4.834  -4.405
C  0.812  4.040  -4.174
C  0.784  3.078  -3.183
C  -2.096  -0.469  2.033
C  -3.045  -1.053  2.914
C  -2.736  -2.185  3.609
C  -1.459  -2.759  3.439
C  -0.567  -2.157  2.581
N  -0.834  -1.045  1.900
H  -3.685  2.041  0.317
H  -4.020  1.725  2.026
H  -4.460  0.527  0.795
H  -2.389  3.527  -2.087
H  -2.343  5.229  -3.891
H  -0.267  5.602  -5.163
H  1.697  4.164  -4.781
H  1.643  2.453  -2.991
H  -4.018  -0.602  2.996
H  -3.453  -2.647  4.269
H  -1.190  -3.666  3.952
H  0.417  -2.584  2.417
C  -3.846  -3.169  -0.507
O  -2.520  -3.643  -0.741
C  -1.564  -2.720  -0.743
O  -1.755  -1.522  -0.647
N  -0.322  -3.266  -0.826
N  0.763  -2.377  -0.882
H  -4.484  -4.044  -0.594
H  -4.124  -2.410  -1.240
H  -3.914  -2.746  0.497
H  -0.220  -4.235  -1.106
H  0.939  -2.019  -1.827
H  1.612  -2.798  -0.509
C  2.138  0.535  3.308
C  3.425  -0.208  2.990
C  3.264  -1.697  3.216
C  4.587  0.354  3.781
Si  3.669  0.045  1.007
O  2.354  -0.582  0.434
C  5.158  -0.754  0.146
C  5.336  -0.388  -1.185
C  6.382  -0.897  -1.929
C  7.269  -1.792  -1.353
C  7.113  -2.153  -0.026
C  6.062  -1.638  0.715
C  3.878  1.935  0.952
C  5.109  2.537  1.193
C  5.241  3.912  1.121
C  4.151  4.698  0.790
C  2.923  4.106  0.538
C  2.787  2.734  0.643
H  1.826  0.319  4.330
H  1.322  0.224  2.631
H  2.270  1.610  3.215
H  2.904  -1.880  4.229
H  4.208  -2.219  3.089
H  2.546  -2.114  2.514
H  4.436  0.141  4.841
H  4.668  1.432  3.668
H  5.527  -0.103  3.481
H  4.640  0.304  -1.635
H  6.502  -0.597  -2.960
H  8.077  -2.204  -1.938
H  7.810  -2.841  0.430
H  5.955  -1.939  1.746
H  5.968  1.926  1.432
H  6.199  4.366  1.323
H  4.257  5.771  0.734
H  2.072  4.712  0.265
H  1.820  2.263  0.472

Forces on the atoms, in the same order (eV/Å):
Ru 3.387 -1.310 -0.576
C 0.233 -0.034 -0.063
C -1.885 -0.637 1.398
N 2.253 0.229 -0.660
N -1.724 0.372 0.223
C 1.339 -0.304 -0.511
O -0.706 0.067 -0.022
C 0.030 0.072 -0.060
C 0.046 -0.055 0.045
C -0.074 0.050 -0.048
C -0.027 -0.007 -0.011
C 0.070 -0.054 -0.009
C 0.021 -0.086 0.060
C 0.004 0.320 -0.178
C 0.025 0.107 -0.144
C 0.410 -0.075 -0.112
C -0.378 0.144 0.023
C 0.541 -0.187 0.017
N -0.607 0.137 0.015
H -0.038 0.008 0.053
H -0.043 -0.018 0.031
H -0.104 -0.004 0.035
H -0.131 0.067 0.026
H -0.033 0.085 0.052
H -0.016 0.013 -0.106
H 0.076 0.042 0.029
H 0.052 -0.001 0.021
H -0.142 0.117 0.056
H -0.082 0.004 0.053
H 0.121 -0.095 0.045
H -0.062 0.064 0.046
C -0.315 0.204 0.036
O 0.536 -0.104 -0.131
C 0.230 -0.267 0.122
O -0.160 0.393 -0.138
N 0.086 -0.214 -0.154
N -0.212 0.421 -0.197
H 0.009 0.065 -0.003
H 0.035 -0.113 0.041
H -0.022 -0.033 -0.045
H -0.021 0.247 -0.016
H -0.041 -0.376 0.269
H -0.271 0.208 0.060
C 0.056 -0.108 -0.047
C 0.446 0.024 -2.056
C -0.078 0.121 0.295
C -0.141 -0.061 0.218
Si 2.444 1.189 2.932
O -4.667 -0.321 -1.214
C -0.702 0.455 0.453
C 0.042 -0.060 0.014
C -0.017 0.003 -0.215
C 0.015 0.024 -0.005
C 0.109 -0.136 -0.012
C 0.063 -0.094 0.114
C -0.241 -1.014 -0.618
C -0.104 -0.005 -0.108
C 0.142 -0.008 0.123
C -0.097 0.090 -0.044
C -0.108 0.138 0.090
C -0.075 0.041 -0.072
H -0.189 -0.033 0.180
H 0.102 0.098 0.325
H -0.047 0.128 -0.020
H -0.038 -0.202 0.201
H 0.094 -0.165 0.011
H -0.116 -0.184 -0.095
H 0.088 0.029 0.218
H 0.050 0.081 -0.020
H 0.193 -0.026 0.002
H -0.067 0.186 -0.175
H 0.045 -0.007 -0.097
H 0.108 -0.015 -0.032
H 0.042 -0.055 0.040
H 0.004 -0.020 0.153
H 0.157 -0.068 -0.012
H 0.086 0.095 0.004
H 0.006 0.085 -0.052
H -0.119 0.153 0.005
H 0.102 0.178 -0.058


Entry 3:
Density functional theory data (wB97M-V/def2-TZVPD) for a structure of composition C35H45BrFeN8O5S at a distorted geometry.

Computed properties:
Expectation value of S²: 6.106
M, g mol⁻¹: 825.6
LUMO level (alpha / beta), eV: -0.383 / -1.131
Charge: 0
2S+1: 5
Kohn-Sham gap (alpha / beta), Ha: 0.246 / 0.270
Highest occupied orbital energy (alpha / beta), eV: -7.1 / -8.5

CARTESIAN COORDINATES (ANGSTROEM)
Fe  -0.029  -0.218  0.072
C  -2.574  -0.887  1.779
C  -1.819  0.203  2.522
N  -0.442  0.346  2.004
C  0.381  1.380  2.696
C  0.712  2.593  1.845
N  1.880  2.418  0.985
C  1.820  3.154  -0.269
C  0.802  2.622  -1.283
C  1.274  1.360  -2.017
N  0.296  0.246  -1.901
C  -0.996  0.545  -2.571
C  -2.109  -0.237  -1.912
N  -1.982  -0.018  -0.467
C  -3.069  -0.497  0.398
H  -3.447  -1.172  2.372
H  -1.942  -1.782  1.722
H  -1.773  -0.031  3.589
H  -2.320  1.165  2.405
H  0.032  -0.565  2.126
H  1.285  0.908  3.085
H  -0.193  1.732  3.557
H  0.881  3.424  2.534
H  -0.188  2.838  1.272
H  2.110  1.442  0.840
H  2.819  3.158  -0.716
H  1.591  4.198  -0.042
H  0.539  3.401  -2.003
H  -0.140  2.422  -0.756
H  2.203  0.988  -1.582
H  1.464  1.571  -3.074
H  0.706  -0.578  -2.334
H  -0.933  0.331  -3.641
H  -1.217  1.602  -2.444
H  -2.017  -1.308  -2.126
H  -3.073  0.116  -2.287
H  -1.995  1.023  -0.305
H  -3.576  -1.349  -0.064
H  -3.805  0.307  0.486
Br  2.761  -7.473  -7.170
C  2.957  -7.159  -5.316
C  2.441  -8.079  -4.411
C  2.587  -7.846  -3.059
C  3.241  -6.692  -2.598
C  3.763  -5.780  -3.527
C  3.619  -6.020  -4.882
N  3.305  -6.531  -1.227
N  3.952  -5.461  -0.813
C  3.342  -4.334  -0.447
C  4.184  -3.290  0.005
C  3.726  -2.032  0.327
C  2.366  -1.708  0.231
O  1.896  -0.531  0.514
C  1.469  -2.763  -0.175
N  0.154  -2.424  -0.203
C  -0.750  -3.340  -0.481
C  -0.407  -4.667  -0.755
C  0.920  -5.021  -0.768
C  1.915  -4.067  -0.489
H  1.938  -8.968  -4.765
H  2.207  -8.550  -2.330
H  4.292  -4.901  -3.186
H  4.027  -5.325  -5.604
H  5.242  -3.514  0.069
H  4.413  -1.264  0.659
H  -1.787  -3.017  -0.489
H  -1.183  -5.392  -0.958
H  1.212  -6.041  -0.977
C  2.878  8.170  -1.627
C  1.839  7.739  -0.629
C  2.186  6.931  0.452
C  1.232  6.503  1.361
C  -0.091  6.887  1.199
C  -0.453  7.718  0.147
C  0.509  8.131  -0.761
S  -1.340  6.293  2.308
O  -2.226  7.397  2.542
O  -0.667  5.613  3.379
N  -2.170  5.168  1.505
C  -3.026  5.487  0.370
C  -3.902  4.284  0.033
C  -3.075  3.087  -0.438
O  -3.240  2.640  -1.581
O  -2.271  2.581  0.428
H  3.796  8.485  -1.130
H  2.521  8.998  -2.238
H  3.137  7.349  -2.299
H  3.219  6.631  0.589
H  1.513  5.888  2.207
H  -1.477  8.056  0.051
H  0.223  8.781  -1.581
H  -1.794  4.223  1.501
H  -2.429  5.760  -0.509
H  -3.646  6.342  0.638
H  -4.603  4.557  -0.753
H  -4.461  4.003  0.929

Forces on the atoms, in the same order (eV/Å):
Fe -0.238 -0.379 -0.383
C -0.084 -0.182 0.191
C 0.095 0.258 -0.086
N 0.640 -0.878 -0.198
C -0.230 0.044 0.096
C -0.038 0.013 -0.042
N -0.003 -0.119 -0.012
C 0.028 0.061 0.056
C -0.174 0.028 -0.062
C 0.012 -0.114 0.017
N 0.018 0.178 -0.105
C 0.090 -0.030 -0.078
C -0.170 -0.219 0.053
N 0.702 0.816 0.328
C -0.054 -0.084 -0.229
H 0.034 0.018 0.036
H -0.021 0.017 -0.040
H -0.026 -0.013 0.031
H 0.032 0.008 -0.056
H -0.219 0.381 0.671
H 0.068 0.042 -0.092
H 0.017 -0.067 0.016
H 0.062 0.100 -0.007
H -0.010 -0.013 0.002
H -0.008 0.035 0.004
H 0.000 -0.013 0.000
H -0.039 -0.058 0.010
H 0.111 0.009 -0.017
H 0.063 -0.009 0.020
H 0.011 0.041 0.015
H -0.008 0.008 -0.007
H 0.013 -0.011 0.006
H -0.036 0.027 -0.012
H -0.017 0.036 -0.004
H -0.011 0.015 0.045
H 0.011 0.030 0.024
H -0.169 -0.215 -0.127
H 0.078 -0.017 -0.056
H -0.067 -0.048 -0.001
Br 0.005 0.005 -0.005
C -0.013 -0.019 0.007
C -0.005 -0.004 0.035
C 0.007 -0.027 -0.081
C -0.076 -0.213 0.260
C 0.023 0.025 -0.145
C 0.026 0.053 0.003
N 0.336 0.301 -0.212
N -0.503 -0.090 0.112
C 0.249 -0.066 0.000
C 0.058 0.135 0.021
C 0.024 -0.028 -0.018
C -0.013 -0.063 -0.037
O -0.335 0.118 -0.041
C -0.020 0.059 0.036
N -0.155 0.283 0.046
C 0.092 -0.095 -0.038
C -0.089 0.053 0.005
C 0.127 -0.003 -0.024
C -0.102 -0.064 0.036
H 0.004 0.020 -0.005
H 0.006 0.022 -0.005
H -0.023 -0.032 0.028
H -0.013 -0.013 0.007
H -0.026 -0.010 -0.004
H -0.017 -0.011 -0.003
H 0.042 -0.012 0.010
H 0.023 -0.002 -0.006
H -0.066 0.043 0.018
C 0.043 0.026 -0.039
C -0.054 -0.026 0.059
C 0.014 0.045 -0.042
C 0.064 -0.059 0.087
C -0.018 -0.005 -0.019
C -0.050 0.042 -0.055
C 0.047 0.002 -0.007
S 0.098 0.008 -0.063
O 0.004 -0.033 0.035
O -0.053 0.034 0.005
N -0.096 -0.060 0.115
C 0.046 0.002 -0.054
C 0.117 0.059 -0.018
C -0.154 -0.326 0.197
O 0.074 0.048 -0.002
O -0.072 0.229 -0.151
H -0.019 -0.007 0.002
H -0.001 -0.012 0.015
H -0.015 0.001 0.016
H -0.020 0.017 -0.012
H -0.057 -0.017 -0.042
H 0.041 -0.018 0.025
H 0.012 -0.017 0.017
H 0.016 0.033 -0.026
H -0.014 0.006 -0.015
H -0.001 0.012 0.022
H 0.009 0.000 -0.025
H 0.009 -0.044 -0.033


Entry 4:
Density functional theory data (wB97M-V/def2-TZVPD) for the molecule C7H12N2 at a distorted geometry.

Computed properties:
SMILES: CN1CCC[C@@]1(C)C#N
M, g mol⁻¹: 124.2
LUMO level, eV: 0.867
Charge: 0
Kohn-Sham gap, Ha: 0.352
Highest occupied orbital energy, eV: -8.7

CARTESIAN COORDINATES (ANGSTROEM)
C  0.070  2.141  0.069
N  0.345  0.728  0.215
C  1.116  0.159  1.208
C  1.274  -1.306  0.874
C  0.309  -1.566  -0.296
C  -0.577  -0.261  -0.292
C  -0.939  -0.067  -1.787
C  -1.921  -0.306  0.501
N  -2.792  -0.465  1.238
H  -0.356  2.332  -0.918
H  -0.729  2.544  0.791
H  0.978  2.764  0.251
H  0.748  0.207  2.229
H  2.032  0.648  1.212
H  1.054  -1.978  1.832
H  2.266  -1.632  0.690
H  0.626  -1.487  -1.373
H  -0.352  -2.358  -0.121
H  -0.050  0.254  -2.306
H  -1.812  0.627  -1.848
H  -1.291  -0.978  -2.171

Forces on the atoms, in the same order (eV/Å):
C -0.862 0.575 1.387
N -1.870 0.354 -2.358
C 0.573 -0.753 1.860
C -0.869 -2.337 1.533
C -0.634 2.483 0.200
C -0.661 0.281 -1.053
C -1.250 1.986 1.617
C 1.622 -0.814 0.189
N 0.061 0.298 -0.412
H 0.393 0.007 -0.023
H 0.936 -0.617 -0.593
H -0.542 -0.637 -0.331
H -0.564 0.391 0.389
H 2.025 0.946 0.217
H -0.175 1.372 -2.049
H 1.123 0.143 -0.645
H 0.719 -0.900 1.477
H -0.604 -1.603 -0.091
H 0.068 0.317 -0.302
H 0.918 -0.110 -0.423
H -0.405 -1.384 -0.589


E per entry: -2177.946995; -2200.465071; -6410.869871; -383.376459 Ha
Relative energy (zero: lowest compared OMol25 entry of this formula, charge and spin) per entry: 0.0000; 1.4135; 1.2537; 1.2723 eV